61
Properties=species:S:1:pos:R:3:forces:R:3 method="wB97M-V/def2-TZVPD" multiplicity=6 lumo_ha="-0.39939 / -0.59740" charge=+4 largest_force_ev_per_a=7.22 de_lowest_kj_mol=25.2 gap_ev="9.388 / 5.083" e_homo_ev="-20.256 / -21.339"
Ir -0.056747 0.090771 1.879683 -0.38 -0.95 0.22
P -1.058179 -1.652739 2.901759 -1.40 -3.05 1.58
P 1.841926 -0.652205 0.940132 2.87 -1.27 -1.55
P -1.129143 -1.129087 -3.640160 0.14 -0.39 -0.97
H -2.237069 2.210002 -0.446728 -0.04 -0.24 -0.21
C -1.633319 1.292656 -0.478418 -1.48 0.59 -1.63
C -1.647463 0.717982 0.928526 -1.61 1.27 -1.51
H -1.956946 1.493980 1.657564 -0.04 0.02 -0.27
C -1.082467 -1.292074 4.678151 0.32 0.64 0.14
C -0.222622 -3.246909 2.666133 0.23 -0.02 -0.05
C -2.792362 -1.983511 2.426423 0.06 0.43 -0.38
C 2.692434 0.576447 -0.105329 -0.14 0.29 -0.01
C 3.039306 -1.110019 2.246029 -0.31 0.22 0.21
C 1.669550 -2.118142 -0.120811 -0.12 -0.04 -0.02
C -2.436143 -1.223430 -4.864392 -0.37 0.48 0.12
C -1.326665 -2.496892 -2.486233 0.00 0.04 0.64
C 0.458194 -1.302018 -4.470951 0.26 0.25 0.17
H -2.208035 0.599396 -1.114860 0.08 0.24 0.24
H -2.431954 -0.054607 0.967999 0.39 0.15 -0.14
H -1.826728 -0.513706 4.883677 0.11 -0.14 -0.01
H -0.096307 -0.924981 4.985431 -0.18 -0.15 0.16
H -1.329204 -2.194983 5.244980 -0.02 -0.07 -0.14
H 0.863539 -3.145813 2.769870 -0.25 -0.13 0.08
H -0.456147 -3.648370 1.672188 -0.01 0.07 0.25
H -0.585348 -3.953487 3.423110 0.02 0.11 -0.10
H -3.381083 -1.060156 2.473114 0.00 -0.24 0.13
H -3.240213 -2.717977 3.108724 0.27 0.08 -0.03
H -2.826274 -2.376202 1.401635 -0.03 0.02 0.25
H 3.734929 0.262017 -0.272628 -0.31 0.03 0.07
H 2.685119 1.557432 0.391372 0.14 -0.24 -0.10
H 2.168468 0.677961 -1.068136 0.26 -0.14 0.35
H 3.926757 -1.561216 1.781123 -0.19 0.09 0.03
H 2.584583 -1.822878 2.947088 0.25 0.18 -0.16
H 3.331134 -0.202525 2.793468 0.01 -0.27 -0.09
H 2.669630 -2.516022 -0.351379 -0.25 0.10 0.02
H 1.165836 -1.826822 -1.053425 0.20 -0.07 0.28
H 1.081065 -2.896088 0.382400 0.27 0.19 -0.22
H -2.097600 -1.828166 -5.714044 -0.04 0.07 0.21
H -2.680959 -0.211172 -5.211916 -0.01 -0.28 -0.07
H -3.328283 -1.677680 -4.418143 0.10 0.13 -0.14
H -1.833168 -3.325231 -2.999854 0.10 0.22 0.04
H -1.935713 -2.193800 -1.624587 -0.01 -0.15 -0.23
H -0.357278 -2.857531 -2.119957 -0.27 0.11 -0.20
H 0.297361 -1.775579 -5.447589 0.13 0.08 0.23
H 1.138472 -1.916846 -3.866317 -0.14 0.16 -0.24
H 0.900339 -0.308268 -4.614363 -0.02 -0.26 -0.15
C 0.362398 3.235445 -1.032600 -0.65 -1.16 -0.35
C 1.429231 3.870429 -1.703795 1.10 1.24 -0.37
C 1.974230 5.061065 -1.200059 -0.08 -1.19 -1.02
C 1.478605 5.606090 -0.011638 0.80 0.49 -0.25
C 0.454255 4.959347 0.672735 -1.54 -1.60 0.54
C -0.101766 3.777084 0.179198 0.19 1.03 0.97
S -0.342317 1.769294 -1.750629 0.94 1.65 2.56
H -1.114779 0.164035 -3.011549 -0.34 -1.28 -0.43
H 1.822686 3.414976 -2.612452 -0.02 0.28 0.11
H 2.798111 5.557955 -1.713362 -0.24 -0.21 0.03
H 1.937431 6.507576 0.400161 -0.22 -0.17 -0.14
H 0.086266 5.353971 1.618653 0.06 0.02 -0.24
H -0.884970 3.267944 0.728232 0.06 0.35 0.01
O 1.295704 2.276019 3.474530 -1.74 -2.92 -1.97
C 0.749694 1.417260 2.902213 3.11 5.32 3.76



66
Properties=species:S:1:pos:R:3:forces:R:3 method="wB97M-V/def2-TZVPD" lumo_ha=0.00693 charge=0 largest_force_ev_per_a=1.92 de_lowest_kj_mol=162.8 gap_ev=6.916 e_homo_ev=-6.728
K 0.221089 -0.006015 0.624876 1.21 -1.20 0.88
C -0.748611 1.689885 -1.865524 -0.45 -0.25 -0.41
C -0.369311 0.274785 -2.320724 0.26 0.59 -0.14
O -0.757711 -0.724415 -1.400524 -0.42 -0.31 -0.81
C -1.873411 -1.492415 -1.749624 -0.55 -0.13 0.03
C -3.187911 -0.687615 -1.735924 0.24 0.03 -0.18
O -3.211011 0.297585 -0.733624 0.24 0.02 -0.05
C -3.822511 -0.009815 0.490576 0.01 -0.07 0.43
C -3.074511 -0.988315 1.414576 -0.30 0.04 -0.44
O -1.782311 -0.569015 1.779276 -1.01 -0.18 0.24
C -1.652211 0.029385 3.044776 0.00 0.54 0.38
C -2.272411 1.432285 3.128476 -0.18 -0.35 -0.07
O -1.916911 2.228985 2.020776 -0.03 -0.27 -0.10
C -1.053611 3.305385 2.266476 0.35 0.19 0.00
C 0.365789 2.904385 2.694876 -0.51 0.16 0.18
O 0.994689 1.999785 1.825376 -0.03 0.57 0.52
C 1.676989 2.550085 0.730576 0.27 0.11 -0.53
C 0.780989 2.911985 -0.467524 0.17 0.48 0.30
O -0.233811 1.949985 -0.576724 -0.10 0.87 -0.57
H -1.835011 1.795285 -1.803924 0.12 0.05 -0.05
H -0.360711 2.405085 -2.599424 0.00 -0.02 0.01
H 0.716489 0.210985 -2.369524 0.00 -0.02 -0.11
H -0.787911 0.084785 -3.312424 -0.05 -0.01 -0.08
H -1.918711 -2.293415 -1.011524 0.09 -0.06 -0.01
H -1.743511 -1.942915 -2.746224 -0.03 -0.01 0.11
H -4.041411 -1.371515 -1.641624 0.04 0.00 -0.08
H -3.284711 -0.140115 -2.681124 -0.06 -0.11 0.06
H -4.829511 -0.418315 0.310076 0.04 0.03 0.11
H -3.903011 0.961485 0.979376 -0.15 -0.09 0.08
H -2.953011 -1.952115 0.908576 -0.06 0.01 0.10
H -3.704411 -1.144715 2.301376 0.05 -0.05 -0.05
H -0.576511 0.074085 3.225276 -0.01 -0.09 0.10
H -2.111211 -0.597415 3.822876 0.12 -0.02 -0.05
H -1.976911 1.908285 4.070476 -0.06 -0.10 0.04
H -3.367711 1.347085 3.118076 0.11 0.06 0.11
H -1.466511 3.973985 3.040576 0.06 -0.05 -0.09
H -1.027011 3.842785 1.320176 0.03 0.15 0.06
H 0.307789 2.401085 3.664176 0.12 0.03 -0.02
H 0.969889 3.816285 2.816976 -0.07 -0.08 0.02
H 2.363989 1.761585 0.421276 0.11 0.08 -0.05
H 2.250389 3.438085 1.033876 0.00 -0.12 -0.06
H 1.409189 2.942085 -1.364124 0.01 -0.02 0.03
H 0.344289 3.916085 -0.340724 0.00 -0.13 -0.06
S 1.641789 -1.682815 2.620276 0.41 0.47 1.20
C 1.314989 -2.627615 1.277976 -0.03 -0.54 0.04
N 0.181489 -3.459115 1.278776 -0.06 0.01 -0.18
C 0.318089 -4.361615 0.155376 0.04 -0.36 -0.38
C 1.319389 -3.584815 -0.728024 -0.26 -0.20 -0.31
N 1.988889 -2.668215 0.168676 0.10 0.18 -0.07
H -0.058311 -3.857215 2.174376 0.06 0.19 0.01
H -0.639111 -4.530015 -0.348024 0.07 -0.06 0.01
H 0.726589 -5.339115 0.451776 -0.03 0.12 -0.02
H 0.794189 -2.997715 -1.495624 -0.02 -0.17 -0.08
H 2.034889 -4.242715 -1.231124 -0.11 0.04 0.00
H 2.445989 -1.198815 -0.550124 -0.17 -0.17 0.29
C 3.310889 0.836485 -2.860924 0.04 -0.17 0.46
C 3.606589 0.012385 -1.604824 0.28 0.34 -0.40
C 4.395189 -1.231615 -1.989624 -0.12 0.16 0.29
O 2.381889 -0.296815 -0.977724 0.23 0.06 -0.22
H 4.231489 1.204885 -3.307024 0.07 0.04 -0.08
H 2.677489 1.684285 -2.611824 -0.06 0.15 -0.04
H 2.786889 0.210085 -3.580824 -0.04 -0.02 -0.14
H 4.219789 0.624985 -0.918524 -0.06 -0.11 -0.11
H 3.803189 -1.850815 -2.661324 -0.05 -0.08 -0.09
H 4.641789 -1.813315 -1.107124 0.02 -0.15 0.11
H 5.318389 -0.946215 -2.487524 0.11 0.00 -0.09



63
Properties=species:S:1:pos:R:3:forces:R:3 method="wB97M-V/def2-TZVPD" lumo_ha=0.01065 charge=0 smiles="CC(=O)OCCCC[C@@H]1CCNC1=O.COCCOC.COCCOC" largest_force_ev_per_a=2.52 de_lowest_kj_mol=44.6 gap_ev=9.770 e_homo_ev=-9.480
C 2.690417 2.168051 -3.601595 0.08 -0.16 -0.07
C 2.969923 3.173582 -2.527021 -0.48 1.01 -0.02
O 2.293589 4.162372 -2.387326 0.58 -0.53 -0.04
O 4.045137 2.933954 -1.722505 -0.37 -0.21 0.28
C 3.807283 1.764069 -0.890518 0.45 0.67 -0.33
C 4.864846 1.773447 0.178987 -0.34 -0.02 0.33
C 4.970037 0.513025 1.055799 0.26 -0.05 -0.55
C 4.577218 -0.839894 0.441207 0.20 0.13 0.63
C 3.200147 -1.391677 0.769433 -0.53 -0.18 -0.53
C 1.941346 -0.611867 0.399245 -0.44 -0.01 0.14
C 1.665984 0.183063 1.657562 0.18 0.31 0.46
N 1.868211 -0.825353 2.733969 0.11 0.03 -0.78
C 2.951792 -1.642768 2.266123 1.31 -1.15 1.36
O 3.603311 -2.410593 2.974414 -1.49 1.43 -1.44
H 2.295502 2.685051 -4.461558 -0.12 0.18 -0.22
H 3.562063 1.597234 -3.888948 0.26 -0.11 0.02
H 1.925330 1.479499 -3.266173 -0.22 -0.21 0.15
H 3.843194 0.888182 -1.527044 -0.08 -0.33 -0.04
H 2.829877 1.889070 -0.440882 -0.35 -0.21 0.03
H 5.812255 2.029960 -0.275959 0.28 -0.16 -0.24
H 4.618932 2.606135 0.827501 0.11 0.31 0.14
H 6.014744 0.424173 1.323140 0.27 0.06 0.20
H 4.451336 0.670353 1.989632 -0.22 -0.05 0.29
H 4.737462 -0.864406 -0.627554 0.00 0.11 -0.38
H 5.272153 -1.566952 0.847293 0.13 -0.27 0.05
H 3.125234 -2.342880 0.246791 0.22 -0.39 0.27
H 1.870626 -0.123847 -0.563714 0.47 0.39 -0.08
H 1.121854 -1.330029 0.373105 -0.13 -0.25 -0.15
H 0.703878 0.671860 1.706711 -0.49 -0.30 0.14
H 2.373363 0.977658 1.867094 0.30 0.16 -0.29
H 1.025986 -1.392523 2.735762 -0.03 -0.19 0.68
C -2.427210 -0.323358 3.599766 0.06 0.02 0.02
O -1.825171 0.603900 2.714225 -0.05 -0.05 0.01
C -2.514510 0.730047 1.478306 0.29 0.08 0.01
C -3.354679 1.984677 1.431304 -0.24 -0.07 -0.07
O -4.432208 1.927400 2.351704 0.08 0.00 0.07
C -4.204575 2.677405 3.531277 -0.04 -0.01 -0.02
H -1.935523 -0.221254 4.565500 0.04 0.01 -0.02
H -3.494780 -0.126552 3.722163 -0.01 -0.02 -0.02
H -2.286690 -1.349027 3.240094 -0.06 -0.01 0.00
H -3.133625 -0.151129 1.292687 -0.03 -0.02 0.00
H -1.758129 0.780004 0.687612 -0.04 -0.03 -0.04
H -3.785870 2.083596 0.429802 0.03 0.01 -0.01
H -2.731556 2.863729 1.619217 0.04 0.01 0.02
H -4.245894 3.751230 3.320180 0.05 0.01 0.03
H -3.239712 2.434581 3.982938 0.01 0.02 0.00
H -4.996457 2.428866 4.235387 -0.03 0.00 -0.03
C -3.874433 -0.825412 -1.455435 0.06 -0.01 0.04
O -2.712512 -1.623949 -1.314131 -0.06 0.04 -0.04
C -2.987912 -3.016651 -1.288585 0.21 0.08 0.10
C -2.683577 -3.670601 -2.616468 -0.19 -0.14 -0.08
O -3.560635 -3.219949 -3.635200 0.05 0.10 0.02
C -2.978072 -2.259196 -4.496289 -0.03 -0.03 -0.01
H -3.549671 0.197573 -1.640623 0.03 0.00 0.02
H -4.492685 -1.157618 -2.292367 -0.02 -0.01 0.02
H -4.466789 -0.845658 -0.534030 -0.09 0.00 -0.05
H -4.030002 -3.197057 -1.010351 -0.03 -0.01 -0.02
H -2.349424 -3.462510 -0.519108 -0.02 -0.02 0.00
H -2.823211 -4.751620 -2.518157 0.03 0.00 0.01
H -1.641783 -3.488030 -2.896195 0.03 0.03 0.01
H -2.226423 -2.724997 -5.142736 0.03 0.04 0.01
H -2.516939 -1.442473 -3.935260 0.02 0.00 0.00
H -3.772374 -1.853912 -5.120195 -0.02 -0.04 -0.01